1.
{
  "formula": "C20H24AsCuN3S",
  "method": "the ωB97M-V functional and the def2-TZVPD basis",
  "elements": ["Cu", "C", "C", "C", "C", "C", "C", "N", "C", "C", "C", "C", "C", "N", "C", "C", "C", "C", "C", "C", "N", "H", "H", "H", "H", "H", "H", "H", "H", "H", "H", "H", "H", "H", "H", "H", "C", "As", "C", "C", "S", "H", "H", "H", "H", "H", "H", "H", "H", "H"],
  "positions_angstrom": [[6.10663, 11.58634, 8.48188], [5.14181, 7.72437, 8.84622], [6.23310, 7.87018, 7.86293], [6.99727, 6.80333, 7.36569], [8.02071, 7.06946, 6.45912], [8.19804, 8.34668, 5.97875], [7.42838, 9.43388, 6.58058], [6.59026, 9.13690, 7.56506], [7.36983, 10.87148, 6.02393], [7.74543, 11.10587, 4.72719], [7.69636, 12.36597, 4.21111], [7.39869, 13.39879, 5.07416], [6.99281, 13.13783, 6.40598], [6.95731, 11.84933, 6.85112], [6.80214, 14.12074, 7.43944], [7.51030, 15.28882, 7.27849], [7.42516, 16.21958, 8.32025], [6.70396, 16.01564, 9.44515], [5.86156, 14.79676, 9.48015], [4.83409, 14.63766, 10.56895], [6.01974, 13.86815, 8.51255], [5.00992, 8.63347, 9.46476], [5.35240, 6.81081, 9.45206], [4.14097, 7.63052, 8.39307], [6.77278, 5.76092, 7.70551], [8.69540, 6.26131, 6.23176], [9.00480, 8.55900, 5.30632], [8.01422, 10.29067, 4.06605], [7.92055, 12.62796, 3.20764], [7.57791, 14.38580, 4.73520], [8.28614, 15.35476, 6.51460], [7.82943, 17.21414, 8.13203], [6.72462, 16.78396, 10.24438], [5.29336, 14.80121, 11.53238], [4.39236, 13.66752, 10.50807], [3.97878, 15.32930, 10.70804], [8.64839, 9.53071, 10.27299], [7.53449, 10.85097, 11.22342], [7.15976, 9.90731, 12.92277], [8.46246, 12.55501, 11.55528], [5.57658, 10.92911, 10.45628], [8.86234, 9.97680, 9.28492], [7.91955, 8.75384, 10.12613], [9.50198, 9.07162, 10.79691], [7.29465, 8.80028, 12.70788], [6.10433, 10.11634, 13.19238], [7.96921, 10.17682, 13.66896], [9.35084, 12.48194, 10.94970], [8.66611, 12.65603, 12.63494], [7.87446, 13.46815, 11.19345]],
  "forces_ev_per_angstrom": [[-0.45, -0.38, 0.94], [-0.79, -0.51, 0.96], [1.63, 0.53, -0.24], [-0.85, -0.43, 0.40], [-0.35, -0.09, 0.77], [-0.59, 2.12, 1.04], [0.25, -1.78, -1.01], [-1.03, 0.55, -0.89], [0.30, -1.37, 1.46], [-0.04, -1.10, -1.05], [-0.15, 0.99, 1.02], [-0.35, -0.16, 1.35], [0.86, -2.54, -1.30], [0.68, 0.52, -1.94], [0.29, 1.73, 0.55], [0.32, -0.19, 0.97], [0.55, 1.26, -1.28], [-1.89, -1.67, 0.70], [1.44, 1.88, -0.69], [-0.12, 0.13, 0.30], [-0.93, 0.88, 0.37], [0.57, -0.67, -0.16], [-0.50, 0.75, -0.19], [0.45, -0.34, -0.22], [0.29, 1.08, -0.39], [0.08, -0.03, -0.52], [0.15, 0.10, -0.41], [0.01, -0.11, 0.26], [0.31, -0.19, -0.77], [-0.41, 0.90, -0.19], [-0.62, 0.40, 0.01], [0.52, -0.30, 0.37], [-0.43, -0.75, -0.55], [0.55, -0.45, 0.43], [-0.09, -0.77, 0.16], [0.56, 0.17, -1.24], [-0.18, 0.84, -0.32], [-0.02, -0.97, 1.31], [1.33, -0.56, -0.03], [-1.14, 0.75, -0.30], [-0.38, 0.21, 0.40], [0.30, -0.43, 0.49], [-0.37, -0.41, -0.23], [-0.20, 0.77, -0.11], [-0.32, 1.33, 0.16], [0.92, 0.00, 0.13], [-1.33, -0.19, -0.53], [0.56, 0.16, 0.09], [0.06, -0.12, -0.58], [0.56, -1.53, 0.49]],
  "mulliken_charge": [-0.4284, -0.9368, 0.1660, -0.3545, -0.5843, -0.7318, 0.0995, 0.1144, 0.9582, -0.7445, -0.7596, -0.8092, 0.5627, 0.2280, 1.1555, -0.8025, -0.5887, -0.3958, 0.4797, -1.2237, -0.3438, -0.0219, 0.3625, 0.3192, 0.3539, 0.4410, 0.4403, 0.4121, 0.5093, 0.4742, 0.3899, 0.3818, 0.3766, 0.3255, 0.2277, 0.3611, -0.9717, 1.0049, -1.0888, -0.8924, -0.3699, 0.2654, 0.2244, 0.4320, 0.3210, 0.3647, 0.3609, 0.4029, 0.3989, 0.1344],
  "spin_multiplicity": 1,
  "relative_energy_ev": 0.931,
  "homo_lumo_gap_ev": 7.6,
  "energy_ev": -141908.228,
  "total_charge": 1,
  "largest_force_ev_per_a": 2.98
}

=====

2.
{
  "formula": "C20H24AuCl5Ge3N2O2",
  "method": "the ωB97M-V functional and the def2-TZVPD basis",
  "elements": ["Au", "Cl", "Ge", "Cl", "Cl", "Cl", "C", "Cl", "C", "O", "O", "H", "N", "C", "C", "N", "C", "H", "H", "H", "H", "C", "Ge", "C", "C", "Ge", "C", "C", "C", "C", "C", "C", "C", "C", "C", "C", "C", "C", "H", "H", "H", "H", "H", "H", "H", "H", "H", "H", "H", "H", "H", "H", "H", "H", "H", "H", "H"],
  "positions_angstrom": [[1.32436, 2.61056, 0.81680], [4.13186, 2.44126, -1.78570], [3.62846, 2.15196, 0.26250], [4.94336, 3.31316, 1.45020], [4.02956, 0.07196, 0.65170], [-3.84554, 1.29496, 1.45290], [-2.81634, 1.37936, 0.02000], [-2.96704, 2.95656, -0.81550], [-1.34874, 1.35336, 0.40230], [-0.55934, 0.67316, -0.36040], [-0.93614, 2.00006, 1.35100], [-3.09904, 0.59416, -0.68590], [-0.55664, 6.48286, 0.45920], [0.32236, 6.63046, -0.57270], [1.07056, 5.49246, -0.59990], [0.65156, 4.67896, 0.40500], [-0.32954, 5.29706, 1.03090], [-1.25184, 7.16276, 0.73420], [0.34546, 7.49736, -1.20090], [1.86816, 5.20506, -1.25040], [-0.85714, 4.88006, 1.86490], [1.53616, -0.79184, 3.22920], [-0.15204, -1.70054, 2.73440], [-0.07064, -3.68244, 2.54840], [-1.82454, -0.91014, 3.45000], [-0.26834, -1.24734, -0.07420], [-1.79794, -2.04214, -1.14420], [-2.80964, -2.78704, -0.56560], [-3.77534, -3.36404, -1.37640], [-3.71654, -3.18554, -2.74930], [-2.71024, -2.42284, -3.31990], [-1.73774, -1.84594, -2.51700], [1.48916, -1.44794, -0.99400], [2.25336, -2.57174, -0.70480], [3.33866, -2.87694, -1.50780], [3.63256, -2.07384, -2.60000], [2.86666, -0.95214, -2.87640], [1.81066, -0.60624, -2.04970], [1.70076, -0.92354, 4.29910], [1.48226, 0.27406, 3.01390], [2.38316, -1.21434, 2.69290], [-0.43294, -4.13164, 3.46960], [0.95106, -4.01474, 2.38310], [-0.69414, -4.02754, 1.72670], [-1.91954, -1.23644, 4.48620], [-2.70044, -1.24834, 2.90040], [-1.78374, 0.17736, 3.42260], [-2.85354, -2.91564, 0.50740], [-4.56134, -3.95974, -0.94040], [-4.47534, -3.62474, -3.38150], [-2.67804, -2.27064, -4.39100], [-0.95394, -1.24234, -2.95260], [2.00016, -3.19604, 0.14510], [3.94436, -3.74094, -1.28390], [4.47696, -2.29924, -3.23360], [3.08076, -0.34664, -3.74330], [1.22106, 0.28226, -2.23350]],
  "forces_ev_per_angstrom": [[-0.31, 0.28, -0.15], [-0.21, 0.09, 0.04], [0.36, 0.11, 0.02], [-0.12, -0.02, -0.01], [-0.09, 0.16, 0.10], [0.08, -0.07, -0.28], [-0.31, 0.43, -0.05], [-0.13, -0.27, -0.03], [-0.40, 0.11, 0.50], [0.68, -1.53, -0.32], [0.22, 0.34, 0.21], [0.14, 0.16, 0.21], [-0.12, 0.03, 0.15], [0.41, -0.16, -0.44], [0.08, 0.53, -0.37], [0.16, -0.87, 0.39], [-0.20, -0.35, 0.38], [0.06, -0.14, 0.07], [-0.01, 0.16, -0.06], [0.19, 0.05, -0.24], [-0.24, 0.12, 0.16], [-0.47, -0.24, -0.47], [0.11, -0.23, 0.63], [0.06, 0.74, -0.22], [0.50, -0.15, -0.55], [0.03, 0.55, -1.93], [0.71, 0.28, 1.03], [-0.07, -0.05, 0.23], [0.05, -0.03, -0.01], [-0.16, 0.02, -0.05], [0.08, 0.09, -0.05], [0.20, 0.22, -0.05], [-1.11, -0.10, 0.87], [0.06, -0.15, 0.13], [-0.07, -0.12, 0.14], [0.09, 0.06, 0.00], [-0.19, 0.17, -0.03], [-0.14, 0.25, -0.04], [-0.14, -0.06, 0.09], [-0.07, 0.04, 0.03], [-0.05, -0.06, -0.02], [-0.13, 0.06, 0.17], [0.08, 0.09, -0.01], [-0.10, -0.04, -0.01], [0.12, -0.11, 0.07], [0.01, -0.06, -0.01], [0.08, -0.02, -0.02], [-0.05, -0.08, 0.07], [-0.10, -0.03, 0.06], [0.00, -0.06, -0.01], [0.01, -0.01, 0.02], [0.06, -0.03, -0.14], [0.10, -0.09, -0.06], [0.07, -0.09, -0.01], [0.05, -0.11, -0.03], [0.09, 0.10, -0.04], [0.04, 0.07, -0.12]],
  "mulliken_charge": [0.7208, -0.2402, 0.5936, -0.2258, -0.2264, -0.1132, 0.7093, -0.1271, 0.2608, -0.4544, -0.6036, 0.0884, -0.0391, -0.4530, -0.3164, -0.0863, -0.4229, 0.2154, 0.3961, 0.4250, 0.4925, -0.8605, 0.3388, -1.0549, -0.9094, 0.2437, 0.2658, -0.0900, -0.6427, -0.5207, -0.6618, -0.5362, 0.5007, -0.3830, -0.6573, -0.5444, -0.8125, -0.0093, 0.5076, 0.1859, 0.2938, 0.4655, 0.3868, 0.4061, 0.4848, 0.3422, 0.2916, 0.3773, 0.4338, 0.4096, 0.4230, 0.4187, 0.3203, 0.4528, 0.4415, 0.4817, 0.6174],
  "spin_multiplicity": 3,
  "relative_energy_ev": 0.678,
  "homo_lumo_gap_ev": [9.2, 5.0],
  "s_squared": 2.012,
  "energy_ev": -264043.954,
  "total_charge": 2,
  "largest_force_ev_per_a": 2.00
}